1.
Formula: C6H5N2O5SSc
Source: the OMol25 dataset
Level of theory: wB97M-V/def2-TZVPD

Cartesian coordinates (Å):
O 0.91708 0.03085 -4.75566
C 0.33724 0.01919 -3.76969
Sc 0.08222 0.00101 0.06409
O 2.73450 0.00577 -2.09388
C 1.90025 0.00224 -1.29121
C -2.20583 -0.01518 0.58305
O -3.35576 -0.02648 0.67790
C -0.13269 -2.18530 -0.33388
O -0.28384 -3.31058 -0.56509
C -0.16929 2.17502 -0.38090
O -0.34496 3.29122 -0.62751
H -0.74338 -0.01694 -1.49944
N -0.09800 -1.15708 4.21693
C 0.37989 0.00505 3.73672
N -0.09869 1.16440 4.22362
S 1.52725 0.01047 2.44170
H -0.60003 -1.22066 5.10375
H 0.38023 -1.99606 3.89491
H 0.37433 2.00371 3.91005
H -0.60392 1.21886 5.11294

Properties
Orbital gap (eV): 6.98
Net charge: +2
HOMO energy (eV): -17.066
Energy (eV): -51038.5664
Energy above the lowest of the compared OMol25 structures with the same formula, charge and spin (kcal per mole): 2.32

Here are the Löwdin charges for atoms 1 to 4, given in e:
1 O 0.094
2 C 0.021
3 Sc 0.406
4 O 0.199

=====

2.
Formula: C3H12N2O2
Source: the OMol25 dataset
Level of theory: wB97M-V/def2-TZVPD

Cartesian coordinates (Å):
C 0.31730 0.23844 -1.68175
C -0.88485 -0.51863 -1.02242
N -0.67244 -0.73561 0.39528
C -0.61093 0.22268 1.26321
N -0.85162 1.59254 0.93714
H 1.36205 -0.01968 -1.44054
H 0.22828 1.26395 -1.62686
H 0.43761 -0.04835 -2.73221
H -0.90778 -1.62314 -1.45180
H -1.88056 0.06030 -1.17602
H -0.44918 0.04435 2.31762
H -1.30798 1.93717 0.08090
H -1.21305 2.31071 1.46590
O 4.25322 2.51898 -1.13162
H 4.63074 3.37566 -0.70739
H 4.28628 2.84288 -2.06104
O -2.12071 -3.69813 1.57851
H -1.77596 -3.08409 0.92354
H -2.73112 -3.27999 2.15152

Properties
Orbital gap (eV): 9.89
SMILES: CC/N=C\N.O.O
HOMO energy (eV): -9.155
Energy (eV): -10379.1293
Energy above the lowest of the compared OMol25 structures with the same formula, charge and spin (kcal per mole): 55.81

Here are the Löwdin charges for atoms 1 to 4, given in e:
1 C -0.112
2 C -0.289
3 N -0.040
4 C -0.229

=====

3.
Formula: C45H47CoN3OS4Sb2Te
Source: the OMol25 dataset
Level of theory: wB97M-V/def2-TZVPD

Cartesian coordinates (Å):
Co -0.23274 -0.96265 0.52921
C 1.15508 -2.51992 -2.84267
C 2.41043 -1.65377 -3.02916
C 2.19301 -0.16321 -2.75050
Sb 1.88848 0.21447 -0.65630
C 3.73566 -0.71229 -0.10856
C 4.91035 -0.24437 -0.70534
C 6.12163 -0.87274 -0.45834
C 6.17387 -1.97477 0.38924
C 5.01675 -2.43689 0.99495
C 3.80023 -1.80720 0.74679
C 2.72079 2.17641 -0.53450
C 3.33424 2.55335 0.66056
C 3.96036 3.78916 0.76815
C 3.97639 4.65619 -0.31853
C 3.36205 4.28970 -1.50865
C 2.73126 3.05392 -1.61597
Sb 0.57380 -3.05229 -0.83135
C 2.21256 -4.30012 -0.34978
C 2.33116 -4.77122 0.96048
C 3.36791 -5.62592 1.30485
C 4.29308 -6.02056 0.34573
C 4.17592 -5.56527 -0.96035
C 3.13662 -4.71175 -1.30981
C 0.52145 -1.69503 2.18180
C 1.42742 -0.96834 2.96145
C 1.75034 -1.35152 4.25699
C 1.16740 -2.48410 4.81443
C 0.27333 -3.22776 4.06033
C -0.04134 -2.83647 2.75834
H 1.26566 -3.47728 -3.35556
H 0.28082 -2.02334 -3.26977
H 2.74299 -1.76114 -4.06668
H 3.23099 -2.02192 -2.40907
H 1.35121 0.22913 -3.32644
H 3.08206 0.41080 -3.01631
H 4.88785 0.62291 -1.35680
H 7.02640 -0.49982 -0.92297
H 7.11979 -2.46795 0.57748
H 5.05125 -3.29198 1.65936
H 2.90860 -2.16584 1.23924
H 3.35242 1.87122 1.50621
H 4.43825 4.07504 1.69778
H 4.47305 5.61589 -0.23718
H 3.37516 4.96539 -2.35531
H 2.25153 2.78087 -2.54965
H 1.62616 -4.45892 1.71987
H 3.45573 -5.98291 2.32401
H 5.10531 -6.68413 0.61642
H 4.89271 -5.87575 -1.71035
H 3.06566 -4.36426 -2.33310
H 1.90832 -0.08429 2.54972
H 2.45593 -0.76399 4.83364
H 1.41163 -2.78382 5.82610
H -0.17966 -4.11993 4.47947
H -0.73582 -3.45093 2.19026
O 1.91212 5.01080 3.04845
C 1.21135 4.26902 2.43241
S 0.64854 4.59969 0.77144
C -0.23221 3.13672 0.54244
C -0.28357 2.24440 1.66341
S -1.17894 0.80935 1.78728
S 0.59835 2.72018 3.06887
S -0.91609 2.91489 -0.98910
C -3.02934 -0.78497 -4.23970
C -2.32784 0.33028 -3.49416
N -1.80374 -0.23975 -2.25997
C -2.59679 -1.04562 -1.46852
N -2.16843 -1.29394 -0.26924
C -2.95175 -2.20052 0.57157
C -4.43784 -2.08672 0.28737
C -4.67264 -2.32237 -1.19105
N -3.75519 -1.51403 -1.99647
C -4.17314 -1.28623 -3.38298
H -2.31551 -1.59190 -4.41979
H -3.40801 -0.44275 -5.20214
H -3.02972 1.15277 -3.30027
H -1.49428 0.73340 -4.06692
H -1.21759 0.36714 -1.69912
H -2.73118 -1.98586 1.61782
H -2.62958 -3.23316 0.38553
H -4.79062 -1.09068 0.56154
H -4.99928 -2.81393 0.87347
H -5.68860 -2.03654 -1.46896
H -4.54874 -3.37964 -1.44328
H -4.99560 -0.56370 -3.39450
H -4.56434 -2.22761 -3.77099
C -3.46122 3.36804 1.90770
Te -3.55623 2.07594 0.21647
C -4.49043 3.77368 -0.69480
C -5.11070 4.54131 0.44755
C -6.15709 5.43638 0.25546
C -6.68803 6.12830 1.33363
C -6.17787 5.92651 2.61000
C -5.13774 5.03145 2.80793
C -4.60094 4.33940 1.72888
H -2.48794 3.85915 1.89820
H -3.53836 2.76415 2.80824
H -5.21655 3.46585 -1.44549
H -3.69262 4.33322 -1.18937
H -6.55781 5.59293 -0.73983
H -7.50683 6.81914 1.17978
H -6.59865 6.45755 3.45339
H -4.74231 4.87022 3.80395

Properties
Orbital gap (spin up / spin down) (eV): 6.64 / 5.08
Net charge: +1
HOMO energy (spin up / spin down) (eV): -9.452 / -10.264
Multiplicity: 5
Energy (eV): -155273.8850

Here are the Löwdin charges for atoms 1 to 4, given in e:
1 Co -0.142
2 C -0.414
3 C -0.362
4 C -0.354

=====

- Number 1 is which compound?
  C6H5N2O5SSc